(1)
{"formula": "C23H25IIrN6O2Se", "method": "ωB97M-V with the def2-TZVPD basis set", "elements": ["H", "N", "H", "H", "N", "H", "H", "C", "C", "N", "O", "C", "H", "H", "C", "C", "H", "H", "H", "H", "H", "H", "H", "H", "Se", "C", "C", "H", "O", "H", "C", "C", "C", "C", "H", "C", "C", "N", "C", "C", "N", "H", "H", "C", "I", "N", "H", "H", "C", "C", "C", "H", "C", "Ir", "H", "C", "C", "C", "H"], "coordinates": [[-3.22981, 0.34589, -3.72742], [0.54500, 1.90642, 3.06667], [-4.53856, -0.04507, 3.95159], [-2.70704, -1.16361, -1.27541], [1.74158, -0.58243, 3.30018], [2.35220, -1.15857, 2.73235], [-0.04209, -2.33928, -4.91616], [3.79330, 2.02000, -2.17786], [0.64278, -1.81037, -1.25723], [1.77154, -0.51156, 0.53512], [-2.38206, 0.02696, -3.39984], [-0.90079, -1.74904, -3.04843], [-2.18842, -1.57380, -4.73358], [3.00894, 1.03361, 3.02659], [0.12522, -2.21115, -3.85139], [2.98296, -2.66317, -1.61448], [3.99650, 0.55014, 0.87291], [2.93083, -3.11104, -0.62131], [2.13346, 1.77756, -3.51435], [-3.04046, -1.94828, -3.23742], [1.06807, 2.52188, 2.45144], [1.35209, -1.14882, 4.04549], [0.84889, 0.36309, -2.01524], [5.25978, 2.07961, -0.60920], [-0.36689, 2.41773, 0.19156], [-2.21819, -1.36122, -3.66266], [2.35303, 0.30841, -0.46562], [-0.30728, 2.39745, 3.30675], [0.90628, -1.62311, 0.04878], [-5.95020, 1.08278, 0.06885], [-5.19471, 0.64774, 0.70995], [-3.99924, 0.22617, 0.14992], [-5.40493, 0.55534, 2.07469], [1.83535, 0.67914, -1.70998], [-6.33489, 0.88908, 2.51545], [3.59344, 0.83817, -0.09251], [2.42023, 0.59105, 3.83451], [1.34555, -2.52647, -3.40764], [-4.40043, 0.04164, 2.88260], [-3.21059, -0.35747, 2.30270], [-1.69611, -0.67461, 0.38178], [3.59685, -1.76321, -1.53873], [0.69871, 1.11706, 4.99706], [-2.97147, -0.28536, 0.93444], [-1.71879, -1.11623, 3.56221], [-2.90769, 2.39600, -1.37218], [-3.83761, 0.37133, -0.90892], [3.09522, 0.37074, 4.66538], [-0.63173, -1.54908, -1.68753], [2.55966, 1.50979, -2.55516], [-1.91952, 2.40278, -0.76435], [4.35043, 2.66568, -2.84528], [1.35244, 1.57863, 4.25340], [-0.00774, 0.17492, 1.62465], [3.45318, -3.34956, -2.31486], [1.61729, -2.32456, -2.12385], [-1.72780, -1.09472, -0.81444], [4.29855, 1.69150, -0.92706], [1.80566, 2.46351, 4.70308]], "molar_mass_g_mol": 815.574, "e_tot_ev": -113573.268, "fmax_ev_per_a": 1.9, "de_lowest_kj_mol": 432.2, "e_lumo_ev": [-0.43, -0.43], "multiplicity": 2, "homo_lumo_gap_ev": [5.644, 6.658]}

***

(2)
{"formula": "C42H35CrFN4O2S3", "method": "ωB97M-V with the def2-TZVPD basis set", "elements": ["C", "H", "N", "C", "H", "H", "C", "H", "H", "C", "C", "H", "C", "C", "C", "C", "H", "C", "C", "H", "C", "C", "H", "C", "C", "C", "H", "C", "C", "O", "H", "N", "C", "H", "C", "H", "C", "H", "C", "H", "O", "S", "C", "C", "H", "C", "C", "H", "C", "H", "H", "H", "C", "C", "Cr", "C", "H", "C", "H", "H", "N", "C", "H", "H", "C", "H", "C", "H", "H", "S", "C", "H", "C", "H", "C", "H", "H", "C", "C", "H", "C", "C", "C", "S", "N", "F", "H", "H"], "coordinates": [[-5.85620, 1.46260, -3.69446], [-3.89195, 0.24095, -1.16735], [3.31633, 1.73299, -2.81971], [-3.16585, 0.70854, -3.38377], [-0.59149, -3.23197, 7.26173], [-4.14580, -0.38376, 4.55821], [-1.58624, 1.37976, -0.25739], [-4.17278, -1.41465, -1.11930], [6.27718, 3.91486, -4.53489], [5.03723, 4.88638, -1.02435], [-2.90587, 2.97691, 1.06067], [-2.43253, 5.06401, 0.84715], [3.19069, -3.84435, -1.56062], [-2.60973, 1.66333, 0.68006], [-0.83237, 2.49267, -0.67370], [4.57617, 3.72589, -1.61628], [4.68045, 5.15852, -0.03873], [-1.11062, 3.79621, -0.28646], [1.33896, -2.80100, -0.40537], [-5.30179, 3.34646, -2.85471], [2.81912, 0.64167, -3.30465], [-2.17984, 4.04715, 0.56546], [7.08509, 5.96718, -3.47677], [-3.33373, 0.56619, 1.38394], [-4.47350, -1.58199, 1.41645], [-1.79937, 0.29193, -3.12794], [0.69006, -4.94266, 6.43564], [-4.95779, 2.36581, -3.16047], [5.92825, 4.17628, -3.55294], [-0.49843, -1.56232, 0.51654], [-1.35604, -2.10789, 6.13394], [4.48031, 2.15952, -3.44243], [3.40523, -3.25644, 0.75791], [0.14335, -1.65656, 6.94661], [-3.46649, 0.59435, 2.76961], [-6.18973, -0.47469, -4.51616], [-4.57276, -1.53547, 2.79780], [1.93038, -6.02913, 4.59292], [1.34427, -3.02391, 3.13077], [3.86390, 3.08820, -1.11618], [-0.78413, -2.51351, -1.46108], [6.36650, 1.50746, -5.34112], [5.94759, 5.70332, -1.68140], [2.08971, -2.79732, 0.78317], [-3.04967, 1.43174, 3.31716], [5.02027, 3.34748, -2.89047], [-5.45880, 0.20220, -4.08916], [-0.50290, 4.61874, -0.65102], [-0.05280, -2.25396, -0.46527], [1.29593, -3.37219, -2.45008], [-1.51130, -0.55462, -3.76022], [0.99761, -0.35700, 3.66031], [0.64101, -2.40265, 4.18439], [-4.12994, -0.16223, -3.93659], [-1.18198, -0.41898, -1.13475], [4.95935, 1.37886, -4.45162], [6.30437, 6.61593, -1.21921], [6.38239, 5.33660, -2.94486], [4.97946, -4.12328, -0.40499], [-2.92675, 2.68373, -2.56972], [-3.72722, -0.62705, -0.67760], [1.57370, -5.01164, 4.48008], [-3.80920, -1.15525, -4.23389], [-0.27019, -0.56775, 4.87472], [0.16294, -0.98997, 3.97135], [-1.10066, 1.11532, -3.28495], [-4.07549, -0.43459, 3.47754], [-4.86925, -2.42954, 0.86684], [0.00445, 2.32667, -1.34909], [3.86003, 0.05490, -4.67507], [0.39659, -3.10580, 5.36174], [-0.59023, -0.94149, 3.17881], [1.90070, -3.34836, -1.55678], [-5.03912, -2.35110, 3.33759], [0.87675, -4.40590, 5.51212], [0.76136, -1.65924, 1.73666], [3.61134, -4.25070, -2.47166], [-3.86174, -0.55064, 0.70516], [3.95306, -3.77603, -0.40143], [3.99803, -3.18377, 1.66166], [-3.63206, 1.99192, -3.01539], [-0.39706, -2.48887, 6.48839], [1.80052, -4.33680, 3.29422], [1.46281, -0.21932, -2.85069], [1.53450, -2.28209, 1.97047], [-7.17019, 1.82779, -3.84720], [2.31034, -4.83599, 2.48422], [-3.72668, 3.16346, 1.74793]], "charge": -2, "molar_mass_g_mol": 794.963, "e_tot_ev": -117825.578, "fmax_ev_per_a": 1.4, "e_lumo_ev": [4.06, 4.06], "multiplicity": 5, "homo_lumo_gap_ev": [5.480, 6.051]}

***

> Number 1 is which compound?

C23H25IIrN6O2Se